Entry 1:
A molecular structure, C26H21ClNPdS4, computed with wB97M-V/def2-TZVPD.

XYZ file:
```
54
Properties=species:S:1:pos:R:3:forces:R:3
Pd -0.0898 -0.0062 0.0789 0.4 0.2 -0.6
S -0.1226 -1.9627 1.3101 -0.1 -0.3 0.5
C 0.3079 -1.5581 2.9720 0.1 -0.2 -0.1
C 0.7858 -2.5894 3.7806 0.0 -0.1 0.1
C 1.0880 -2.3495 5.1121 0.0 -0.1 -0.1
C 0.9355 -1.0830 5.6657 0.0 0.0 0.0
C 0.4664 -0.0508 4.8721 0.0 0.0 -0.1
C 0.1502 -0.3033 3.5375 0.1 0.1 0.2
S -0.4906 0.9827 2.5243 -0.4 0.2 -0.5
C -2.2809 0.6178 2.5802 0.0 0.0 0.1
C -2.9248 1.2980 1.4085 0.1 0.0 0.1
C -3.7583 2.4007 1.5253 -0.1 0.0 0.0
C -4.2729 2.9638 0.3662 0.0 0.0 0.0
C -3.9356 2.4102 -0.8602 -0.1 0.0 0.0
C -3.0876 1.3150 -0.8724 0.2 -0.1 -0.3
C -2.5973 0.6552 -2.1313 -0.1 0.1 0.0
S -0.8047 0.9500 -2.2539 -0.2 0.3 0.6
C -0.3127 -0.2921 -3.3985 0.0 0.2 -0.1
C -0.5698 -0.1147 -4.7585 0.0 0.1 0.0
C -0.1281 -1.0565 -5.6659 0.0 0.0 0.1
C 0.6048 -2.1481 -5.2050 0.0 0.0 0.1
C 0.8662 -2.3104 -3.8561 0.0 -0.1 -0.1
C 0.3874 -1.3818 -2.9273 0.1 -0.3 0.2
S 0.7015 -1.7482 -1.2217 0.1 -0.1 -0.5
N -2.5847 0.7839 0.2322 -0.2 0.2 0.2
H 0.9235 -3.5769 3.3564 0.0 0.0 0.0
H 1.4652 -3.1614 5.7202 0.0 0.0 0.0
H 1.1803 -0.9039 6.7037 0.0 0.0 0.0
H 0.3410 0.9467 5.2754 0.0 0.0 0.0
H -2.6923 0.9501 3.5302 0.1 0.0 0.0
H -2.3629 -0.4626 2.4761 -0.1 0.0 0.0
H -3.9993 2.8024 2.5007 0.0 0.0 0.0
H -4.9217 3.8288 0.4165 0.0 0.0 0.0
H -4.3168 2.8175 -1.7871 0.0 0.0 0.0
H -3.0808 1.0702 -3.0135 0.1 0.0 0.0
H -2.7444 -0.4221 -2.0870 -0.1 0.0 0.0
H -1.1075 0.7638 -5.0952 0.0 0.0 0.0
H -0.3396 -0.9398 -6.7193 0.0 0.0 0.0
H 0.9781 -2.8823 -5.9071 0.0 0.0 0.0
H 1.4363 -3.1649 -3.5110 0.0 0.0 0.0
Cl 2.4507 1.8600 -2.8178 -0.1 0.1 -0.1
C 2.9056 0.8987 -1.4688 -0.1 0.0 0.1
C 3.9060 -0.0224 -1.6157 0.1 -0.2 0.1
C 4.2769 -0.8139 -0.5232 0.1 -0.1 -0.2
C 3.6928 -0.6620 0.7244 -0.1 0.1 0.0
C 2.7052 0.2849 0.8775 0.1 0.1 0.0
C 2.2586 1.0668 -0.2169 0.5 0.2 0.2
C 1.1851 1.9479 -0.0061 -0.3 -0.2 -0.1
H 4.3890 -0.1379 -2.5756 0.0 0.0 0.0
H 5.0635 -1.5464 -0.6565 0.0 0.0 0.0
H 4.0039 -1.2698 1.5619 0.0 0.0 0.0
H 2.2552 0.4479 1.8481 0.0 0.0 0.0
H 0.8403 2.5896 -0.8057 0.0 0.0 0.0
H 0.9750 2.2687 1.0002 0.0 0.1 0.0
```
Positions in Å, forces in eV/Å.

Output
**Relative energy (zero: lowest compared OMol25 entry of this formula, charge and spin)**: 39.2 kcal/mol
**Spin multiplicity**: 1
**Total energy**: -88130.287 eV
**Charge**: +1
**Frontier orbital gap**: 0.20628 Ha



Entry 2:
A molecular structure, C26H21CuN4O4, computed with wB97M-V/def2-TZVPD.

XYZ file:
```
56
Properties=species:S:1:pos:R:3:forces:R:3
Cu -0.0262 0.3547 0.2929 -0.2 0.1 0.4
O 1.3081 3.9480 -0.3967 0.1 0.2 0.1
C 1.2201 2.7620 -0.2158 -0.1 -0.3 0.1
N 0.6076 2.0705 0.8011 0.1 0.3 0.0
C 0.1796 2.5667 2.0080 0.1 -0.2 -0.1
O 0.2896 3.6830 2.4470 0.0 0.1 0.0
C -0.4240 1.4494 2.8473 0.1 -0.1 -0.1
C -0.8566 1.6941 4.1348 0.0 0.0 0.0
C -1.3276 0.6309 4.8882 0.0 0.0 0.0
C -1.3372 -0.6400 4.3329 0.0 0.0 0.1
C -0.8952 -0.8027 3.0333 0.0 0.0 -0.1
N -0.4520 0.2220 2.3047 -0.1 0.2 -0.2
C 1.8475 1.7642 -1.1822 0.0 -0.1 0.1
C 2.8924 2.1362 -2.0010 0.0 0.0 -0.1
C 3.5291 1.1583 -2.7496 0.0 0.0 0.0
C 3.0812 -0.1517 -2.6738 0.0 0.0 0.0
C 2.0073 -0.4427 -1.8548 -0.2 0.0 -0.1
N 1.4050 0.4944 -1.1178 0.0 0.1 0.0
H -0.7950 2.7054 4.5125 0.0 0.0 0.0
H -1.6776 0.7871 5.8998 0.0 0.0 0.0
H -1.6745 -1.4982 4.8963 0.0 0.0 0.0
H -0.8936 -1.7761 2.5600 0.0 0.0 0.0
H 3.1928 3.1749 -2.0151 0.0 0.0 0.0
H 4.3754 1.4130 -3.3740 0.0 0.0 0.0
H 3.5522 -0.9417 -3.2410 0.0 0.0 0.0
H 1.6072 -1.4465 -1.7888 0.0 0.0 0.0
C -4.8706 3.4693 3.9850 0.0 0.0 0.0
O -4.5544 2.6422 2.8667 -0.1 0.1 0.2
C -3.7075 3.1444 1.9273 0.0 0.0 0.0
C -3.0268 4.3438 2.0314 0.1 0.0 0.0
C -2.1924 4.7470 0.9957 0.0 0.0 0.0
C -2.0489 3.9679 -0.1397 0.0 0.0 0.0
C -2.7451 2.7735 -0.2549 -0.1 0.1 0.0
C -3.5755 2.3575 0.7742 -0.2 -0.2 0.0
N -4.4702 1.2467 0.7346 0.1 0.1 -0.1
C -4.7323 0.3255 -0.1577 0.1 0.0 0.0
C -3.9675 -0.1077 -1.2623 -0.4 0.0 -0.1
C -4.6653 -0.6582 -2.3693 0.0 0.0 0.0
C -4.0052 -1.0386 -3.5009 0.1 0.0 0.0
C -2.6019 -0.8978 -3.5394 0.0 0.0 0.1
C -1.8972 -0.4499 -2.4515 0.0 -0.1 0.0
C -2.5510 -0.0982 -1.2437 0.1 -0.1 -0.1
O -1.9410 0.1968 -0.1509 0.5 -0.6 -0.2
H -5.5492 2.8923 4.6041 0.0 0.0 0.0
H -5.3578 4.3897 3.6599 0.0 0.0 0.0
H -3.9740 3.7087 4.5573 0.0 0.0 0.0
H -3.1277 4.9616 2.9117 0.0 0.0 0.0
H -1.6490 5.6781 1.0870 0.0 -0.1 0.0
H -1.3872 4.2824 -0.9351 0.0 0.0 0.0
H -2.6562 2.1957 -1.1554 -0.1 0.1 -0.1
H -5.1203 1.2916 1.5120 0.0 0.1 0.0
H -5.6954 -0.1555 -0.0076 0.0 0.0 0.0
H -5.7467 -0.7244 -2.3228 0.0 0.0 0.0
H -4.5436 -1.4292 -4.3524 0.0 0.0 0.0
H -2.0697 -1.1582 -4.4464 0.0 0.0 0.0
H -0.8187 -0.3644 -2.4848 0.0 0.0 0.0
```
Positions in Å, forces in eV/Å.

Output
**Spin multiplicity**: 2
**Total energy**: -86087.829 eV
**Charge**: +1
**Frontier orbital gap (alpha / beta)**: 0.27587 / 0.25401 Ha



Entry 3:
A molecular structure, C26H21F2MgN5O3S, computed with wB97M-V/def2-TZVPD.

XYZ file:
```
59
Properties=species:S:1:pos:R:3:forces:R:3
Mg 0.0544 0.5366 0.1319 0.2 0.1 0.3
C -3.9721 -0.9326 -0.2879 -0.1 0.0 0.0
C -2.9426 0.1252 -0.0608 0.0 0.1 0.0
N -2.1356 0.1579 0.9286 -0.1 -0.1 -0.1
N -2.2150 -0.8511 1.8415 0.0 0.2 0.0
C -1.1617 -1.0651 2.6940 -0.1 -0.1 0.0
N -1.2474 -2.2357 3.3594 0.1 0.0 0.0
S 0.0851 0.0062 2.9323 -0.1 0.0 -0.1
C -2.6818 1.1567 -1.1017 0.0 -0.1 0.0
C -3.7019 1.7343 -1.8405 0.0 0.0 0.0
C -3.3761 2.6961 -2.7835 0.0 0.0 0.0
C -2.0474 3.0379 -2.9655 0.0 0.0 0.0
C -1.0908 2.4049 -2.1892 0.1 0.0 0.0
N -1.3977 1.4843 -1.2799 0.0 0.0 0.0
H -4.6242 -1.0638 0.5785 0.0 0.0 0.0
H -3.4439 -1.8695 -0.5043 0.0 0.0 0.0
H -4.5886 -0.7146 -1.1548 0.0 0.0 0.0
H -2.8075 -1.6373 1.6133 0.0 0.0 0.0
H -1.8118 -2.9912 3.0038 0.0 0.0 0.0
H -0.4284 -2.4973 3.8823 0.0 0.0 0.0
H -4.7303 1.4477 -1.6706 0.0 0.0 0.0
H -4.1524 3.1714 -3.3683 0.0 0.0 0.0
H -1.7485 3.7762 -3.6955 0.0 0.0 0.0
H -0.0357 2.6317 -2.2930 0.0 0.0 0.0
F 5.3745 -0.6453 -1.0340 0.0 0.0 0.0
C 4.4491 0.2667 -0.6643 0.1 0.0 0.0
C 3.1126 -0.0750 -0.6720 -0.1 0.0 0.0
C 2.1400 0.8476 -0.2842 0.0 0.2 0.0
C 2.5766 2.1389 0.0883 -0.1 0.1 0.0
C 3.9389 2.4285 0.0910 0.0 0.0 0.0
F 4.3964 3.6438 0.4952 0.0 0.0 0.0
C 4.9003 1.5143 -0.2792 0.0 0.0 0.0
C 1.5465 3.1346 0.4949 0.0 -0.1 0.0
C 1.7430 4.5213 0.5132 0.1 0.0 0.0
C 0.7135 5.3543 0.9005 0.0 0.0 0.0
C -0.5078 4.8103 1.2780 0.0 0.0 0.0
C -0.6361 3.4394 1.2160 0.0 -0.1 0.0
N 0.3454 2.6270 0.8258 0.0 0.1 -0.1
H 2.8479 -1.0826 -0.9752 0.0 0.0 0.0
H 5.9510 1.7622 -0.2586 0.0 0.0 0.0
H 2.6952 4.9303 0.2194 0.0 0.0 0.0
H 0.8621 6.4267 0.9112 0.0 0.0 0.0
H -1.3328 5.4267 1.6054 0.0 0.0 0.0
H -1.5638 2.9490 1.4939 0.0 0.0 0.0
O -0.6822 -5.2302 -1.5561 0.0 0.1 0.0
C 0.2983 -4.8764 -0.7107 0.0 0.0 0.0
C 1.1759 -5.8666 -0.2622 0.0 0.0 0.0
C 2.1998 -5.5419 0.6042 0.0 0.0 0.0
C 2.3763 -4.2312 1.0471 0.0 0.0 0.0
C 1.5076 -3.2524 0.6051 0.0 0.0 0.0
C 0.4628 -3.5528 -0.2710 0.0 0.0 0.0
C -0.4899 -2.4840 -0.7059 0.1 0.1 0.1
O -1.4441 -2.7790 -1.4584 -0.1 -0.1 0.0
O -0.3013 -1.3198 -0.2417 0.1 -0.3 -0.2
H -1.1713 -4.3880 -1.7568 0.0 -0.1 0.1
H 1.0328 -6.8789 -0.6160 0.0 0.0 0.0
H 2.8756 -6.3195 0.9391 0.0 0.0 0.0
H 3.1873 -3.9820 1.7179 0.0 0.0 0.0
H 1.6218 -2.2252 0.9299 0.0 0.0 0.0
```
Positions in Å, forces in eV/Å.

Output
**Relative energy (zero: lowest compared OMol25 entry of this formula, charge and spin)**: 0.0 kcal/mol
**Spin multiplicity**: 1
**Total energy**: -62614.822 eV
**Frontier orbital gap**: 0.27244 Ha



Entry 4:
A molecular structure, C26H21I2N4O6Ti, computed with wB97M-V/def2-TZVPD.

XYZ file:
```
60
Properties=species:S:1:pos:R:3:forces:R:3
Ti -0.0124 0.3075 0.1507 -0.1 0.1 0.1
C 0.1124 0.6249 4.6667 0.0 0.0 0.0
C -0.1888 -0.7433 4.1372 0.0 0.1 -0.1
N -0.2862 -1.7541 4.9782 0.0 -0.1 0.0
C -0.5248 -2.9854 4.5131 0.0 0.1 0.0
C -0.7112 -3.2818 3.1800 0.0 0.0 0.0
C -0.9998 -4.7010 2.7512 0.0 0.0 0.0
O -0.1843 -5.1408 1.6809 0.0 -0.1 0.0
C -0.6179 -2.2200 2.2580 0.1 0.1 0.1
C -0.9082 -2.4640 0.8633 0.0 0.0 -0.2
N -0.9122 -1.5999 -0.1039 0.1 0.1 0.2
C -1.5253 -2.0203 -1.3278 -0.1 0.0 -0.1
C -2.6531 -2.8403 -1.2958 0.0 0.0 0.1
C -3.2548 -3.2735 -2.4642 0.0 0.0 0.0
C -2.7575 -2.8734 -3.6938 0.0 0.0 0.0
C -1.6711 -2.0145 -3.7466 0.0 0.0 0.0
C -1.0760 -1.5919 -2.5727 0.1 0.1 0.1
I 0.5018 -0.2257 -2.7016 -0.2 -0.1 0.0
C -0.3355 -0.9464 2.7527 0.3 -0.4 0.1
O -0.1563 0.0861 1.9192 -0.5 0.0 -0.1
H 0.0709 0.6062 5.7518 0.0 0.0 0.0
H -0.6001 1.3575 4.2855 0.0 0.0 0.0
H 1.1089 0.9462 4.3558 0.0 0.0 0.0
H -0.5726 -3.7736 5.2561 0.0 0.0 0.0
H -2.0275 -4.7808 2.3885 0.0 0.0 0.0
H -0.9203 -5.3556 3.6224 0.0 0.0 0.0
H 0.7385 -5.1625 1.9591 0.0 0.1 0.0
H -1.1965 -3.4801 0.6196 0.0 0.0 0.0
H -3.0868 -3.1106 -0.3422 0.0 0.0 0.0
H -4.1279 -3.9088 -2.4085 0.0 0.0 0.0
H -3.2255 -3.2027 -4.6109 0.0 0.0 0.0
H -1.2951 -1.6669 -4.6988 0.0 0.0 0.0
I -3.3772 8.0002 0.5846 0.0 -0.1 0.0
C -2.9461 6.0432 0.0042 0.0 0.1 0.0
C -3.2915 5.6139 -1.2718 0.0 0.0 0.0
C -3.0048 4.3154 -1.6518 0.0 0.0 -0.1
C -2.3741 3.4488 -0.7641 0.1 0.0 0.1
C -2.0337 3.8884 0.5124 0.0 0.0 0.0
C -2.3195 5.1861 0.8993 0.0 0.0 0.0
C -2.0887 2.0692 -1.2194 -0.3 0.0 -0.4
O -2.3915 1.6216 -2.2913 0.1 0.0 0.2
O -1.4407 1.2918 -0.3020 0.3 0.1 -0.1
H -3.7809 6.2883 -1.9602 0.0 0.0 0.0
H -3.2663 3.9587 -2.6389 0.0 0.0 0.0
H -1.5525 3.2149 1.2086 0.0 0.0 0.0
H -2.0609 5.5315 1.8905 0.0 0.0 0.0
C 4.1187 2.4943 0.0812 0.0 0.0 0.0
N 3.7075 1.0943 0.2111 -0.1 0.1 0.0
C 4.6040 0.0530 0.4043 0.0 0.0 0.0
C 4.2090 -1.2202 0.5371 0.0 0.0 0.1
C 2.7881 -1.5667 0.5003 -0.1 0.0 -0.1
O 2.3208 -2.6742 0.6563 0.0 0.0 0.1
N 1.9641 -0.4697 0.2427 0.0 0.0 0.0
C 2.4093 0.7680 0.1356 0.1 -0.2 0.0
O 1.4701 1.6437 -0.0517 0.1 0.0 0.0
H 5.1802 2.5648 0.2982 0.0 0.0 0.0
H 3.5638 3.1085 0.7858 0.0 0.0 0.0
H 3.9298 2.8532 -0.9283 0.0 0.0 0.0
H 5.6426 0.3495 0.4421 0.0 0.0 0.0
H 4.9258 -2.0119 0.6914 0.0 0.0 0.0
```
Positions in Å, forces in eV/Å.

Output
**Relative energy (zero: lowest compared OMol25 entry of this formula, charge and spin)**: 4.6 kcal/mol
**Spin multiplicity**: 1
**Total energy**: -84863.962 eV
**Charge**: +1
**Frontier orbital gap**: 0.24982 Ha